# 1
{
  "formula": "C16H24B2F8K2O12",
  "method": "ωB97M-V/def2-TZVPD",
  "e_above_lowest_kcal_mol": 0.0,
  "gap_ev": 9.884,
  "energy_ev": -97311.931,
  "molar_mass_g_mol": 660.2,
  "largest_force_ha_per_bohr": 0.0366,
  "elements": ["O", "O", "H", "H", "C", "H", "C", "C", "H", "C", "H", "O", "H", "C", "C", "H", "H", "C", "C", "H", "O", "O", "H", "C", "O", "H", "H", "B", "H", "O", "O", "C", "C", "F", "C", "K", "H", "H", "C", "F", "C", "K", "H", "F", "O", "F", "F", "O", "H", "F", "H", "H", "H", "O", "C", "B", "H", "H", "C", "F", "F", "H", "O", "H"],
  "coordinates": [[3.78, -3.09, 1.60], [2.97, 3.31, 1.64], [-2.13, 2.87, -2.80], [1.12, 3.01, 3.52], [4.01, -4.61, -0.26], [3.56, -5.88, 1.98], [-0.48, 1.60, -3.11], [-4.85, 2.51, 2.53], [-2.50, 4.84, 0.30], [3.41, 3.76, 0.45], [-1.59, -0.24, -2.91], [0.85, 1.63, -3.67], [2.17, -3.66, 0.46], [-3.71, 3.07, 0.61], [3.11, -4.09, 0.82], [1.82, 1.59, 1.70], [4.90, -5.08, 0.16], [0.74, 3.26, 2.52], [1.33, 2.94, 0.03], [0.37, 3.44, 0.00], [4.51, 4.14, 0.21], [-4.29, 1.35, 2.11], [3.49, -5.32, -0.92], [1.69, 2.66, 1.51], [-5.56, 2.62, 3.47], [-1.78, 3.67, 1.38], [4.38, -3.81, -0.91], [-1.62, -5.27, 0.00], [-0.19, 2.69, 2.47], [2.38, 3.78, -0.45], [3.64, -2.42, 3.75], [3.41, -3.20, 2.89], [2.77, -5.12, 1.89], [-2.06, -5.70, 1.26], [1.15, 0.42, -4.18], [-2.63, -2.92, 1.78], [-0.32, 1.52, -2.03], [-0.67, 3.78, -3.30], [-3.52, 1.57, 0.91], [-2.49, -4.27, -0.46], [-1.24, 2.86, -3.43], [-0.15, -3.73, -2.18], [-3.92, 0.88, 0.17], [-0.36, -4.65, 0.20], [2.72, -4.37, 3.08], [-0.23, 0.24, -0.20], [-1.41, -1.80, -0.58], [0.06, -0.40, -4.17], [-1.75, 0.51, -4.52], [-1.19, -0.90, 1.53], [-1.86, 3.32, -0.35], [-4.25, 3.23, -0.32], [-2.49, 1.32, 1.16], [2.21, 0.09, -4.61], [-2.39, 3.77, 0.49], [-0.58, -1.02, 0.25], [-1.63, 2.86, -4.45], [0.56, 4.32, 2.42], [-1.07, 0.32, -3.69], [-1.52, -6.31, -0.91], [0.60, -1.81, 0.39], [1.85, -5.66, 1.67], [-4.47, 3.53, 1.72], [1.35, 2.06, -0.60]],
  "lowdin_charge": [0.095, 0.088, 0.080, 0.093, -0.020, 0.135, -0.307, -0.559, 0.099, -0.563, 0.126, 0.101, 0.125, -0.313, -0.323, 0.156, 0.093, -0.025, -0.087, 0.107, 0.171, 0.059, 0.088, -0.281, 0.173, 0.069, 0.091, -1.354, 0.073, 0.063, 0.169, -0.555, -0.100, 0.100, -0.560, 1.039, 0.114, 0.094, -0.066, 0.035, -0.013, 0.981, 0.136, 0.030, 0.070, 0.153, 0.037, 0.047, 0.135, 0.015, 0.070, 0.152, 0.116, 0.174, -0.022, -1.278, 0.089, 0.097, -0.083, 0.136, 0.098, 0.132, 0.095, 0.112]
}



# 2
{
  "formula": "C29H86N6O11",
  "method": "ωB97M-V/def2-TZVPD",
  "e_above_lowest_kcal_mol": 0.4,
  "gap_ev": 9.514,
  "energy_ev": -62926.199,
  "molar_mass_g_mol": 695.0,
  "smiles": "COC[C@H](C)N.COC[C@H](C)N.COC[C@H](C)N.COC[C@H](C)N.COC[C@H](C)N.COC[C@H](C)N.CO.CO.CO.CO.CO",
  "largest_force_ha_per_bohr": 0.0314,
  "elements": ["C", "H", "H", "H", "H", "H", "H", "H", "C", "H", "H", "H", "C", "H", "H", "H", "C", "H", "H", "H", "H", "H", "C", "H", "H", "H", "H", "C", "H", "H", "H", "H", "H", "C", "H", "H", "H", "N", "H", "H", "C", "H", "H", "H", "C", "H", "H", "H", "C", "H", "H", "H", "H", "H", "O", "O", "C", "H", "O", "N", "H", "N", "H", "H", "N", "C", "C", "C", "H", "H", "H", "H", "H", "H", "H", "H", "O", "H", "H", "H", "H", "H", "C", "C", "H", "H", "H", "N", "H", "C", "N", "H", "C", "H", "H", "H", "H", "H", "O", "O", "C", "C", "H", "H", "H", "H", "C", "H", "C", "H", "H", "O", "C", "H", "H", "H", "H", "C", "H", "O", "H", "H", "O", "H", "C", "O", "C", "C", "O", "C", "C", "H"],
  "coordinates": [[3.95, 5.70, -0.54], [1.11, -3.43, -2.91], [2.19, 5.91, 0.72], [1.04, 0.45, -6.73], [0.37, 4.32, 0.69], [-3.39, -2.91, 0.59], [3.00, 0.57, -3.34], [-2.60, 4.78, 0.51], [-0.85, 0.28, 0.91], [3.19, -0.56, 0.23], [0.80, -0.79, -4.47], [-1.71, 2.08, -1.70], [0.22, -2.78, -2.96], [-4.44, -1.84, -3.30], [5.88, 4.85, -0.20], [2.29, 0.09, 6.63], [-4.35, -5.72, -1.33], [-5.06, 0.93, 1.62], [-1.83, 3.20, 0.47], [2.26, -1.78, 3.57], [4.07, -0.39, 2.45], [-1.91, 0.38, 0.71], [-5.43, -1.39, 3.06], [1.91, -1.44, 5.91], [-1.81, 3.33, 2.79], [-4.05, -0.13, 5.20], [6.69, -2.88, -0.67], [3.01, -0.22, 2.21], [3.66, 1.60, 1.26], [-0.53, -3.34, -2.39], [-3.40, -0.94, -2.52], [-3.19, -3.32, -1.97], [-5.82, -1.90, 3.94], [-0.21, -1.29, -6.29], [-2.42, 1.06, 3.79], [1.40, -2.30, -5.24], [-5.79, -2.91, -0.52], [5.86, -2.62, -1.19], [3.48, -1.47, -1.68], [-0.18, 2.72, 4.36], [6.75, -0.34, -1.09], [-2.08, -0.68, -6.74], [-3.28, -5.61, -1.52], [-2.31, -1.82, -0.26], [-5.17, -3.48, -1.21], [7.51, -0.60, -0.35], [1.56, -1.10, -7.45], [1.12, -0.51, 3.25], [4.34, -0.80, -1.79], [6.58, 0.74, -1.03], [-0.62, -3.79, 1.57], [5.21, 7.29, -0.18], [-3.53, -0.59, 2.37], [3.34, 2.10, -2.63], [-1.68, 0.23, -2.56], [3.94, 0.52, -1.49], [2.99, 1.10, -2.39], [5.15, -1.19, 0.12], [-2.04, 4.16, 2.34], [-4.23, -1.52, -2.36], [0.97, -5.55, 2.52], [-1.43, -0.50, -5.98], [0.63, 2.76, -0.13], [7.19, -0.61, -2.06], [4.22, 7.14, -0.33], [0.69, -0.48, -7.19], [0.46, -3.87, 1.69], [-6.00, 0.38, 1.57], [-1.20, 0.00, -1.76], [0.77, -2.83, 1.78], [-3.50, 3.40, 1.05], [4.62, -0.88, -2.85], [0.88, -4.19, 0.73], [-0.67, -0.36, 1.78], [-5.42, -2.16, 2.27], [-5.72, -3.64, -2.14], [-4.85, -4.67, -0.53], [3.84, 7.40, 0.58], [-0.54, -2.18, -6.83], [-2.85, -2.65, 2.96], [0.28, -0.20, -8.16], [-4.52, -6.71, -0.91], [2.87, 1.28, 1.94], [5.51, -1.22, -0.91], [4.16, 5.54, -1.60], [3.00, -1.92, 0.95], [5.01, 5.24, 1.32], [2.65, -0.96, 1.00], [-1.83, -0.94, -5.15], [4.91, 4.86, 0.30], [-3.97, 0.23, 4.25], [-4.88, 0.69, 4.17], [-1.64, 1.65, -2.70], [1.87, 1.46, 1.54], [-4.89, -5.72, -2.28], [2.03, 1.08, -1.87], [0.31, 4.26, -1.07], [-0.47, 1.25, 1.26], [-0.31, -2.55, -4.23], [2.19, 4.11, -0.25], [2.47, 5.49, -0.26], [-1.11, 2.27, 4.70], [2.98, 1.78, 2.90], [0.73, -0.44, 0.03], [-2.22, -1.69, 4.32], [4.57, 3.82, 0.39], [-3.12, -2.04, 3.82], [-3.61, -2.73, 4.51], [2.19, -0.70, 3.40], [6.11, -2.64, -2.18], [-6.02, -0.23, 0.66], [-0.15, -0.16, -0.24], [0.81, 3.83, -0.19], [-1.68, 3.12, 5.09], [1.89, 6.07, -0.99], [-2.44, 2.07, -3.31], [-6.76, 1.16, 1.51], [-3.35, -2.14, -0.19], [-0.69, 1.97, -3.14], [-1.70, 1.69, 3.53], [-0.98, 1.49, 5.44], [-3.86, -1.30, 0.30], [0.80, -4.65, 2.81], [0.92, 0.03, 5.57], [-4.00, -0.90, 3.31], [-6.31, -0.32, 2.76], [0.52, -1.70, -5.02], [-2.50, 3.84, 1.05], [2.70, -0.08, 4.57], [-3.92, -2.65, -1.50], [1.93, -0.36, 5.71], [0.39, -1.89, -2.35]],
  "lowdin_charge": [-0.424, 0.089, 0.130, 0.078, 0.088, 0.072, 0.081, 0.082, -0.152, 0.031, 0.123, 0.060, -0.133, 0.073, 0.075, 0.088, -0.112, 0.079, 0.041, 0.125, 0.138, 0.077, -0.190, 0.090, 0.017, 0.099, 0.069, -0.403, 0.072, 0.081, 0.038, 0.125, 0.131, -0.438, 0.032, 0.130, 0.123, 0.034, 0.121, 0.087, -0.052, 0.068, 0.081, 0.063, -0.211, 0.076, 0.076, 0.115, -0.239, 0.075, 0.068, 0.064, 0.100, 0.091, -0.158, -0.218, -0.054, 0.117, -0.128, 0.054, 0.076, 0.049, 0.062, 0.079, 0.016, -0.081, -0.174, -0.100, 0.021, 0.044, 0.073, 0.129, 0.082, 0.071, 0.124, 0.123, -0.186, 0.065, 0.136, 0.067, 0.074, 0.085, -0.020, -0.436, 0.133, 0.089, 0.080, 0.058, 0.053, -0.054, 0.053, 0.092, -0.123, 0.065, 0.089, 0.082, 0.094, 0.054, -0.179, -0.198, -0.216, -0.129, 0.084, 0.041, 0.079, 0.057, -0.048, 0.083, -0.206, 0.068, 0.086, -0.155, -0.107, 0.083, 0.130, 0.081, 0.094, -0.052, 0.074, -0.186, 0.069, 0.057, -0.105, 0.069, -0.430, -0.183, -0.197, -0.175, -0.180, -0.433, -0.107, 0.073]
}



# 3
{
  "formula": "C17H48O13S7",
  "method": "ωB97M-V/def2-TZVPD",
  "e_above_lowest_kcal_mol": 76.9,
  "gap_ev": 8.849,
  "energy_ev": -120863.774,
  "molar_mass_g_mol": 685.0,
  "largest_force_ha_per_bohr": 0.0741,
  "elements": ["S", "H", "O", "H", "H", "H", "H", "H", "H", "H", "H", "H", "C", "O", "H", "H", "H", "H", "O", "O", "H", "S", "C", "H", "H", "H", "H", "O", "S", "C", "H", "H", "H", "O", "H", "H", "C", "H", "H", "H", "O", "H", "C", "S", "H", "H", "H", "H", "O", "H", "H", "H", "H", "C", "H", "S", "C", "H", "O", "C", "C", "H", "S", "C", "H", "O", "O", "C", "H", "H", "H", "C", "O", "C", "C", "H", "O", "C", "S", "C", "H", "C", "H", "H", "H"],
  "coordinates": [[-0.79, 0.42, 1.22], [-0.14, 5.31, -1.36], [-0.50, -1.02, -5.39], [4.85, -6.40, -2.56], [2.30, 5.30, -1.09], [-2.31, -4.17, -2.72], [-0.59, 4.09, -2.59], [4.01, -6.36, -3.94], [7.67, 3.70, 1.12], [5.52, 2.40, 0.48], [0.48, -0.35, -2.88], [-0.88, -2.25, -3.00], [3.30, 5.54, -0.71], [-3.66, 0.07, 2.92], [-3.76, 1.88, 1.01], [5.43, 3.37, -0.85], [-5.26, -2.16, 2.75], [-2.08, -3.60, -4.38], [-2.70, 5.04, -0.88], [-5.03, -5.75, 3.13], [-0.36, -1.93, 0.98], [-1.92, 3.80, -0.55], [-2.52, -3.35, -3.42], [2.40, -2.65, 0.62], [-0.78, 1.03, -2.49], [7.72, 2.72, -0.37], [-5.25, 2.79, 1.26], [0.70, -4.51, -0.91], [3.49, 4.66, 0.89], [-5.71, -3.14, 2.94], [3.69, -3.75, -3.54], [-5.79, 2.69, 3.97], [-3.97, 3.09, 2.35], [3.08, 5.66, 1.87], [1.42, -0.27, 1.80], [-6.07, -3.06, 3.97], [-5.25, 1.80, 4.30], [4.02, 5.17, -1.44], [1.23, 1.38, 2.11], [3.51, 6.59, -0.56], [2.89, -5.02, -2.07], [7.60, 4.51, -0.41], [-1.22, -1.35, 1.33], [-4.96, 0.86, 2.76], [-2.05, -1.89, -1.79], [-3.74, -4.09, 4.94], [2.90, -4.31, 0.90], [-2.86, -2.91, 4.01], [1.81, -2.67, -2.21], [-2.06, -1.67, 0.70], [-2.14, 3.79, 1.90], [5.60, -5.56, -4.00], [0.43, 3.63, -1.32], [-4.43, 2.29, 1.77], [-1.47, -1.49, 2.38], [1.93, -3.86, -1.38], [5.79, 3.41, 0.17], [-4.38, 2.18, 4.83], [5.22, 4.50, 0.97], [-1.94, -2.05, -2.87], [4.71, -5.72, -3.40], [4.00, -3.36, -0.05], [-4.42, -4.42, 2.63], [4.00, -4.48, -2.79], [-3.60, -3.41, -3.37], [2.90, 3.30, 0.90], [-2.31, -0.82, -3.55], [-0.42, 4.28, -1.53], [-2.38, -4.65, 4.12], [-0.93, 5.01, 1.31], [0.39, 0.28, 3.24], [7.29, 3.61, 0.11], [-0.29, 0.73, -0.16], [0.70, 0.44, 2.21], [-3.20, -3.94, 4.01], [4.74, -4.04, -2.13], [-1.78, 1.23, -5.10], [-1.32, 3.99, 1.22], [-1.14, 0.02, -4.52], [-0.05, 0.56, -3.15], [-6.54, -3.18, 2.24], [2.94, -3.49, 0.18], [0.64, 1.30, -3.56], [-0.41, 3.43, 1.45], [-5.88, 1.30, 5.03]],
  "lowdin_charge": [0.808, 0.049, -0.338, 0.075, 0.043, 0.074, 0.051, 0.076, 0.080, 0.113, 0.048, 0.084, -0.092, -0.602, 0.034, 0.103, 0.003, 0.082, -0.580, -0.599, 0.046, 0.825, -0.063, 0.044, 0.043, 0.083, 0.064, -0.307, 0.716, -0.263, 0.116, 0.044, 0.041, -0.306, 0.049, 0.058, -0.261, 0.058, 0.037, 0.075, -0.260, 0.080, -0.233, 0.867, 0.107, 0.042, 0.066, 0.029, -0.298, 0.052, 0.016, 0.082, 0.031, -0.266, 0.033, 0.679, -0.290, 0.063, -0.265, -0.274, -0.060, 0.053, 0.850, -0.286, 0.072, -0.326, -0.279, -0.247, 0.044, 0.051, 0.058, -0.075, -0.570, -0.240, -0.235, 0.107, -0.324, -0.219, 0.748, -0.111, 0.051, -0.079, 0.070, 0.028, 0.046]
}